C5H10O2 | the ωB97M-V functional and the def2-TZVPD basis

The geometry in ORCA input format:
```
! wB97M-V def2-TZVPD RIJCOSX def2/J DEFGRID3
* xyz 0 1
O 0.575 0.257 -2.132
O -0.968 0.455 1.976
C -1.236 0.344 -0.525
C 1.520 0.382 0.641
C -0.944 -0.343 0.815
C 0.472 -0.659 0.264
C -0.128 -0.484 -1.166
H 1.259 -0.305 -2.512
H 1.698 0.338 1.719
H 2.458 0.165 0.123
H -0.479 -1.439 -1.590
H -1.540 -1.258 0.965
H 0.854 -1.655 0.503
H -2.237 0.396 -0.958
H -0.826 1.349 -0.452
H -1.735 1.039 1.928
H 1.256 1.418 0.404
*
```

Output
SMILES: C[C@@H]1[C@H](O)C[C@@H]1O
Energy relative to the best compared isomer or geometry (same formula, charge and spin): 181.4 kJ/mol

Atom charges from the Löwdin analysis, given in e for atoms 1 to 5: -0.017, -0.023, -0.077, -0.057, -0.341


C3H3CoLiO4 | the ωB97M-V functional and the def2-TZVPD basis

The geometry in ORCA input format:
```
! wB97M-V def2-TZVPD RIJCOSX def2/J DEFGRID3
* xyz 1 5
Co -1.490 -1.173 0.538
O 0.757 0.491 -2.176
O 0.493 1.084 -0.080
O 1.514 1.077 1.978
O -0.815 -0.500 -1.068
C 0.907 0.255 1.172
C -0.255 -0.351 1.974
C 0.096 0.416 -1.129
Li -0.989 -0.133 -3.049
H -0.671 0.592 2.449
H 0.109 -1.067 2.723
H 1.544 -0.572 0.801
*
```

Output
Expectation value of S²: 6.014
Energy relative to the best compared isomer or geometry (same formula, charge and spin): 173.2 kJ/mol

Atom charges from the Löwdin analysis, given in e for atoms 1 to 5: 1.075, 0.038, 0.075, 0.182, -0.210


C17H22CuF10GaN2OS2 | the ωB97M-V functional and the def2-TZVPD basis

The geometry in ORCA input format:
```
! wB97M-V def2-TZVPD RIJCOSX def2/J DEFGRID3
* xyz 1 2
Ga 1.133 -0.100 0.337
Cu 5.729 -3.750 -3.846
S -5.722 -2.155 1.339
S -4.090 0.330 1.468
F -0.461 0.321 -3.165
F 5.895 -1.279 -1.912
F 6.284 -3.352 -1.535
F 3.271 -0.653 -1.624
F 4.443 -2.766 -2.486
F 2.767 -2.498 1.188
F 1.534 -1.963 -1.712
F 5.005 -1.059 0.410
F 2.895 -3.678 -0.618
F 5.214 -3.195 0.698
O 2.046 0.796 1.683
N -6.587 0.150 0.498
N -8.657 0.895 0.123
C -7.865 1.342 -0.840
C 3.146 -2.457 -0.103
C -0.321 -1.192 1.261
C -6.516 0.878 -0.606
C -7.911 0.181 0.935
C 4.665 -2.238 -0.086
C -2.221 0.987 -1.735
C 4.491 3.566 0.951
C 3.152 2.951 1.395
C -1.451 -0.295 1.750
C 0.230 1.139 -1.019
C 2.366 -1.327 -0.824
C -0.824 0.386 -1.818
C -5.501 -0.570 1.106
C 3.227 1.436 1.290
C -2.813 -0.963 1.536
C 5.330 -2.406 -1.503
H -3.047 -1.608 2.369
H -2.833 -1.493 0.590
H -2.352 1.623 -0.868
H 4.348 4.334 0.199
H -2.458 1.547 -2.631
H -0.898 -0.653 -1.508
H -0.202 2.020 -0.563
H -1.345 -0.153 2.819
H -8.271 -0.310 1.815
H -5.612 1.046 -1.160
H -2.964 0.188 -1.673
H 0.087 -1.792 2.061
H -1.447 0.691 1.287
H 2.930 3.261 2.406
H -0.720 -1.850 0.488
H 0.999 1.398 -1.741
H 3.552 1.202 0.268
H 4.033 1.107 1.958
H 5.050 3.973 1.783
H 5.100 2.788 0.496
H 2.353 3.277 0.736
H -8.186 1.943 -1.666
*
```

Output
Expectation value of S²: 0.762
Calculated total energy: -6205.5660 Eh

Atom charges from the Löwdin analysis, given in e for atoms 1 to 5: 0.520, 0.838, 0.818, 0.993, -0.044